Record 1
ORCA calculation (the ωB97M-V functional and the def2-TZVPD basis) on a molecular structure, C35H35Cl3CoN4O8S in a non-equilibrium geometry.

Summary:
2S+1: 5
Charge: -1
Largest force on an atom in eV/Å: 4.2
HOMO-LUMO gap (alpha / beta) in hartree: 0.237 / 0.285
Energy relative to the best compared isomer or geometry (same formula, charge and spin) in eV: 1.016
Calculated total energy in a.u.: -5337.1994
Expectation value of S²: 6.009

Element x y z (Å)
Co  -10.806273  -6.007757  18.659336
C  -11.509942  0.841121  18.404767
O  -10.786297  0.610689  19.638766
C  -10.759900  -0.684385  20.097462
C  -10.367800  -0.746578  21.413905
C  -10.245198  -1.973126  22.027636
C  -10.481232  -3.086109  21.264637
C  -10.348280  -4.499229  21.902469
C  -9.236421  -4.628964  22.943780
O  -10.947718  -5.517065  21.528997
C  -10.939877  -3.059946  19.912481
O  -11.244880  -4.089022  19.184113
C  -10.941085  -1.788746  19.298797
H  -11.626691  1.927592  18.394944
H  -12.405820  0.329407  18.421126
H  -10.927637  0.475166  17.518897
H  -10.196526  0.232317  21.951647
H  -9.956353  -2.075931  23.095887
H  -8.620953  -3.728273  22.910771
H  -8.666629  -5.529423  22.765660
H  -9.650171  -4.662996  23.966372
H  -11.219495  -1.569823  18.245551
O  -13.165683  -6.250925  12.522595
C  -12.688602  -5.209126  13.151297
O  -12.475353  -4.144300  12.615989
C  -12.306571  -5.289559  14.688848
C  -11.850049  -4.155216  15.349039
N  -11.551236  -4.580918  16.598401
N  -11.756842  -5.902414  16.746418
C  -12.254612  -6.370424  15.617625
C  -12.695196  -7.824014  15.460107
O  -12.923365  -8.214178  14.240456
O  -12.824583  -8.468163  16.490764
H  -13.225282  -7.087282  13.141867
H  -11.683811  -3.196617  14.902592
H  -11.385162  -4.045777  17.451650
Cl  -11.042950  -13.034962  12.149239
C  -11.634259  -12.559655  13.699652
C  -12.479542  -11.516501  13.826327
C  -12.927056  -11.248461  15.125791
C  -12.493784  -11.876523  16.242638
C  -13.052936  -11.408943  17.532515
C  -12.049250  -11.156138  18.594268
N  -12.169787  -9.790931  19.125474
C  -13.237019  -9.279289  19.806722
C  -12.979048  -7.952608  19.951092
N  -11.766174  -7.671608  19.460496
C  -11.325696  -8.791836  18.963283
O  -14.010275  -12.288623  18.037294
C  -15.235121  -12.182385  17.402496
C  -16.176541  -11.484269  18.350181
C  -16.938555  -10.399020  18.129206
Cl  -16.978821  -9.466718  16.711397
S  -17.789342  -9.883152  19.525634
C  -17.172438  -11.225815  20.428955
C  -16.344856  -11.947173  19.667377
C  -11.642107  -13.007207  16.096060
Cl  -11.022700  -13.975590  17.363801
C  -11.174924  -13.286940  14.825916
H  -12.823250  -10.996024  12.994379
H  -13.530636  -10.380988  15.342689
H  -13.562298  -10.474069  17.316887
H  -10.999032  -11.230706  18.227909
H  -12.128106  -11.816231  19.456143
H  -14.190422  -9.811813  20.027314
H  -13.440912  -7.112573  20.483748
H  -10.362656  -8.924565  18.541370
H  -15.633510  -13.177141  17.165265
H  -15.141603  -11.590196  16.429513
H  -17.418511  -11.219162  21.477993
H  -15.730504  -12.781663  19.997143
H  -10.489555  -14.136493  14.557229
C  -6.596479  -6.951374  17.742669
C  -7.586605  -5.883821  18.215446
C  -6.862221  -5.117670  19.330351
C  -8.177102  -4.991954  17.054803
C  -8.836495  -6.550923  18.831648
H  -5.588402  -6.680334  17.459108
H  -7.071987  -7.548976  16.917621
H  -6.546626  -7.722832  18.510881
H  -6.147698  -4.411340  18.888140
H  -6.192086  -5.778085  20.006035
H  -7.488687  -4.594221  20.023214
H  -7.376029  -4.680421  16.363116
H  -8.758866  -4.253249  17.501583
H  -8.823729  -5.487611  16.356148
H  -8.552887  -7.209154  19.650659

Force components x, y, z for each atom (eV/Å):
0.3 -0.8 1.0
3.0 0.7 0.3
-0.7 -0.1 -1.1
0.8 1.0 -0.5
0.2 1.4 2.1
0.4 0.7 0.4
-1.0 -4.1 0.2
-0.1 -0.4 -1.1
-0.6 0.8 0.5
0.7 1.9 0.7
0.7 0.4 -0.5
0.0 -0.3 -0.2
-0.9 0.9 -0.4
-0.1 -0.3 -0.4
-2.2 -0.9 0.1
-0.3 0.5 0.7
-0.2 -1.3 -0.6
-0.2 0.2 -0.9
0.3 -0.4 0.0
0.1 -0.2 -0.1
0.0 -0.2 -0.3
0.2 -0.9 0.8
-0.3 -0.9 0.6
0.9 0.4 2.1
-0.2 -0.1 -0.3
-0.6 -0.3 -2.0
-0.3 -1.9 0.1
-0.2 0.6 -1.6
-0.1 0.6 1.2
0.2 0.6 -0.8
-0.2 0.3 -2.0
0.1 0.8 1.6
0.0 -0.5 0.4
0.6 0.7 -0.1
0.0 0.4 0.4
0.2 0.3 0.3
0.1 -0.1 -0.4
0.9 -0.9 1.0
-0.5 -0.5 1.6
0.0 1.4 -0.9
0.8 -2.0 0.4
-0.4 0.5 -0.3
2.1 1.1 1.2
-0.6 -1.0 0.3
-2.3 -0.1 0.2
-0.8 1.2 1.4
1.0 0.5 -0.7
1.3 -0.1 -0.4
0.2 -1.4 0.8
-1.1 1.0 -1.3
0.0 -0.4 -0.7
0.0 0.6 0.0
-0.1 0.3 -0.5
-0.2 -0.2 0.1
-0.7 1.4 0.3
1.1 -1.3 0.5
0.2 1.1 -1.5
-0.1 -0.2 0.7
0.3 -1.0 -1.3
-0.5 1.0 -1.1
-0.2 0.2 -0.6
0.2 0.4 0.0
-0.8 0.0 0.2
-0.2 -0.3 -0.2
1.2 0.2 -0.2
-0.5 -0.9 -0.3
0.6 0.0 -0.5
0.2 0.1 0.0
-0.3 -0.9 1.2
0.1 -0.5 0.0
-0.3 0.1 0.2
-0.7 0.9 0.9
-1.6 -1.7 -1.0
-1.5 -0.6 0.0
1.8 -0.4 0.4
2.7 -1.5 -0.2
0.3 0.5 -0.3
0.2 0.5 -0.1
0.5 0.7 0.2
0.3 0.1 0.4
-0.1 0.2 0.0
-1.2 0.5 -1.2
-0.7 0.5 0.2
-0.1 0.8 0.6
-0.6 1.9 0.6
-0.5 -1.1 0.1
0.1 -0.3 0.3

***

Record 2
ORCA calculation (the ωB97M-V functional and the def2-TZVPD basis) on a molecular structure, C23H52GdOP4 in a non-equilibrium geometry.

Summary:
2S+1: 8
Charge: +3
Largest force on an atom in eV/Å: 7.9
HOMO-LUMO gap (alpha / beta) in hartree: 0.189 / 0.176
Energy relative to the best compared isomer or geometry (same formula, charge and spin) in eV: 3.550
Calculated total energy in a.u.: -3112.7505
Expectation value of S²: 16.053

Element x y z (Å)
Gd  -0.352244  0.084736  -0.050177
P  -1.153498  -2.329534  1.397880
P  -2.183228  0.324968  -2.075256
P  -2.086262  1.198815  1.925144
H  4.351103  1.021648  1.621542
C  3.778815  1.324223  2.481526
C  3.256312  0.483540  3.389292
H  3.476407  -0.623071  3.283947
C  -0.323785  -3.941518  1.097958
C  -2.897495  -2.814605  1.061159
C  -1.137660  -2.330934  3.237086
C  -1.711603  1.608434  -3.292290
C  -2.564189  -1.084512  -3.173582
C  -3.861647  0.880369  -1.606953
C  -1.186804  1.400496  3.512887
C  -3.694557  0.530204  2.495816
C  -2.557608  2.936805  1.594785
H  3.563391  2.432448  2.575733
H  2.706621  0.780680  4.226988
H  0.761441  -3.841447  1.232595
H  -0.519330  -4.284915  0.074275
H  -0.696722  -4.697546  1.804735
H  -3.025558  -2.956701  -0.020403
H  -3.589686  -2.029995  1.390596
H  -3.144963  -3.756305  1.573743
H  -0.180000  -1.918366  3.582497
H  -1.231301  -3.360133  3.612351
H  -1.948739  -1.721235  3.652962
H  -2.556333  1.766138  -3.977293
H  -0.834605  1.273613  -3.863087
H  -1.465993  2.553697  -2.790195
H  -3.394037  -0.814447  -3.840668
H  -2.851948  -1.958891  -2.574722
H  -1.682409  -1.345674  -3.772563
H  -4.413408  1.140085  -2.520664
H  -3.809749  1.758133  -0.949172
H  -4.391087  0.078815  -1.075668
H  -1.723805  2.119804  4.147534
H  -0.172664  1.779238  3.321347
H  -1.101467  0.438965  4.035536
H  -4.165687  1.241444  3.190494
H  -3.573998  -0.435302  3.002333
H  -4.358059  0.391721  1.631091
H  -2.903981  3.394657  2.532074
H  -3.363069  2.976577  0.850387
H  -1.698540  3.504791  1.215380
C  0.896860  3.097143  -0.306071
C  0.702150  3.682959  -1.605994
C  0.363425  5.064070  -1.620344
C  0.290412  5.804759  -0.435772
C  0.613087  5.189315  0.813606
C  0.966878  3.834332  0.819907
O  0.711775  1.815347  -0.118984
H  0.343246  1.042635  -1.238405
H  0.767688  3.095360  -2.492479
H  0.153945  5.552043  -2.570141
H  0.003392  6.836891  -0.451431
H  0.581294  5.767128  1.724402
H  1.208804  3.299408  1.757294
C  0.649759  -3.114238  -2.992116
C  1.627419  -3.145306  -1.819629
P  1.757446  -1.551531  -0.923535
C  2.932099  -1.855321  0.463476
C  3.957121  -2.960003  0.242485
C  2.727199  -0.481715  -2.076552
C  3.940947  -1.132638  -2.730026
H  -0.383836  -2.936171  -2.666783
H  0.662575  -4.085543  -3.505132
H  0.909275  -2.349123  -3.736571
H  1.311501  -3.908218  -1.091718
H  2.632282  -3.434053  -2.161335
H  3.425554  -0.899241  0.696312
H  2.315816  -2.092535  1.345993
H  4.604276  -2.769171  -0.621163
H  4.603978  -3.031096  1.126112
H  3.485176  -3.940996  0.107787
H  2.024490  -0.135558  -2.852528
H  3.035831  0.406973  -1.502373
H  3.704765  -2.081774  -3.224669
H  4.331298  -0.460357  -3.504634
H  4.755701  -1.303687  -2.017965

Force components x, y, z for each atom (eV/Å):
-3.4 -5.5 4.6
-0.7 -1.5 1.0
-1.3 0.5 -2.2
-0.8 0.8 1.6
0.3 -0.2 0.0
-1.5 1.3 1.0
1.7 -1.6 -2.3
-0.3 1.4 0.3
0.3 0.1 -0.3
0.0 0.3 -0.3
0.3 0.4 0.1
0.3 0.1 0.1
0.4 -0.4 0.3
0.0 0.0 0.8
0.3 -0.1 -0.1
-0.1 -0.3 -0.3
0.1 0.1 -0.4
0.5 -1.4 -0.1
-0.7 0.5 1.1
-0.2 -0.1 0.0
0.0 0.0 0.2
0.0 0.3 -0.2
-0.1 -0.1 0.2
0.1 -0.2 -0.1
0.1 0.3 -0.1
-0.2 -0.2 0.1
0.0 0.3 -0.2
0.2 -0.2 -0.1
0.3 0.0 0.1
-0.2 0.1 0.1
-0.2 -0.2 -0.2
0.2 0.0 0.2
0.0 0.2 -0.2
-0.3 0.1 0.1
0.2 -0.1 0.2
-0.1 -0.2 -0.2
0.1 0.2 -0.1
0.1 -0.2 -0.2
-0.2 0.0 0.2
0.0 0.3 -0.1
0.2 -0.2 -0.2
-0.1 0.3 -0.1
0.1 0.0 0.3
0.0 -0.1 -0.3
0.2 0.1 0.2
-0.2 0.0 0.1
-0.5 3.3 -3.8
-0.8 1.5 2.4
0.5 -1.1 0.0
0.4 -1.3 1.3
0.0 0.2 -2.0
0.3 1.0 2.6
0.0 -3.5 -2.8
3.6 5.2 -0.8
0.1 -0.4 -0.5
0.1 -0.1 0.2
-0.1 0.3 -0.1
0.1 0.0 0.1
-0.2 0.5 -0.5
-0.1 -0.1 -0.3
-0.4 -0.3 0.2
1.6 -0.5 -0.5
-0.4 0.2 0.5
0.3 -0.4 0.0
-0.4 0.3 0.0
0.4 0.0 -0.3
0.2 0.0 0.0
0.0 0.3 0.1
0.0 -0.2 0.1
0.2 0.2 -0.2
-0.3 0.2 0.2
-0.2 -0.2 -0.1
0.2 0.1 -0.1
-0.2 -0.1 0.3
-0.2 0.0 -0.2
0.1 0.2 0.0
0.2 0.0 0.1
-0.1 -0.2 -0.1
0.0 0.3 0.1
-0.1 -0.2 0.2
-0.2 0.1 -0.2

***

Record 3
ORCA calculation (the ωB97M-V functional and the def2-TZVPD basis) on a single C4H12N2 molecule in a non-equilibrium geometry.

Summary:
Largest force on an atom in eV/Å: 5.8
HOMO-LUMO gap in hartree: 0.338
Energy relative to the best compared isomer or geometry (same formula, charge and spin) in eV: 2.745
SMILES: CC(C)NCN
Calculated total energy in a.u.: -269.0155

Element x y z (Å)
C  -2.021160  0.138233  0.251754
C  -0.707375  -0.017574  -0.893664
C  -0.862399  -1.470156  -1.614590
N  0.656941  0.011674  -0.350168
C  1.017867  0.831483  0.672537
N  2.153865  0.529565  1.641864
H  -1.623801  -0.153068  1.313006
H  -2.381417  1.190154  0.287532
H  -2.861310  -0.564908  0.305349
H  -0.884731  0.726070  -1.635486
H  -1.818866  -1.279832  -2.132343
H  0.081188  -1.574127  -2.342718
H  -0.910909  -2.430919  -1.032669
H  0.992333  -0.961342  -0.423933
H  1.100423  1.912351  0.327287
H  0.067378  0.981769  1.335637
H  1.726180  0.023292  2.456141
H  2.276288  1.449971  2.004106

Force components x, y, z for each atom (eV/Å):
2.7 -0.2 1.4
-1.6 -3.3 2.5
1.3 1.7 -1.0
-0.6 -3.4 -2.8
-1.9 3.7 4.1
-1.8 -1.1 -0.8
-0.2 1.0 -1.7
0.2 -0.8 0.0
0.1 0.1 -1.4
0.0 0.7 -0.5
0.6 -0.9 -0.4
-2.3 0.2 1.2
0.0 1.4 0.1
0.3 1.2 0.8
0.7 -1.1 0.0
1.3 -0.3 -0.6
0.6 0.4 -1.2
0.7 0.7 0.5